# 1
Below is a structure of composition C2H10N4O, with properties calculated with ωB97M-V/def2-TZVPD.

Structure (XYZ):
```
17
Properties=species:S:1:pos:R:3:forces:R:3:nbo_charge:R:1
C -0.71449 1.96218 -0.77910 0.10 -0.01 0.73 -0.414
N -0.83883 0.75775 0.02274 0.94 -0.27 -0.44 -0.476
N -1.90531 0.82166 0.94494 -0.57 0.39 0.71 -0.682
N -0.04236 -1.48165 -0.50163 -1.39 -0.70 2.29 0.249
N -0.91775 -2.03406 0.09368 1.27 -0.29 -2.30 -0.378
H -2.80497 0.72456 0.46853 0.40 -0.26 0.00 0.345
H -1.80817 0.07534 1.63229 -0.07 0.13 -0.32 0.349
H -1.11479 -2.63771 0.90452 0.99 1.18 0.22 0.410
H 0.15286 1.85198 -1.43222 -0.12 -0.02 0.00 0.205
H -1.61123 2.11501 -1.38777 0.10 -0.11 0.02 0.186
H -0.57857 2.84086 -0.13939 -0.02 0.23 -0.14 0.172
C 2.46691 -1.09921 -0.08824 0.01 -0.39 -0.51 -0.259
O 1.22091 -0.89651 0.52007 -0.51 -0.83 0.08 -0.614
H 0.03088 0.49268 0.53354 -0.85 0.75 -0.62 0.399
H 3.26619 -0.63096 0.50281 -0.31 -0.07 0.01 0.190
H 2.51696 -0.68784 -1.10730 -0.11 0.13 0.11 0.163
H 2.68174 -2.17408 -0.18747 0.14 0.13 0.15 0.156
```
Positions in Å, forces in eV/Å.

Values from the calculation:
- Total charge: 0
- Frontier orbital gap (alpha / beta): 7.695 / 7.696 eV
- Calculated total energy: -376.25972 hartree
- LUMO energy (alpha / beta): 0.0099 / 0.0100 Ha


# 2
Below is a cluster of 2 separate species, C2H10N4S in total, with properties calculated with ωB97M-V/def2-TZVPD.

Structure (XYZ):
```
17
Properties=species:S:1:pos:R:3:forces:R:3:nbo_charge:R:1
C -0.97954 1.30010 0.17749 -1.18 -0.66 -0.28 0.128
C -2.74684 -0.00634 1.05559 -0.61 0.80 -1.38 -0.411
N 2.05143 0.13958 -0.48500 -0.57 -2.00 0.17 -0.606
N -1.64986 0.22947 0.06648 -0.46 -0.23 2.14 -0.218
N 3.29879 -0.40659 0.02931 1.19 -1.38 0.61 -0.563
N -1.42608 -0.76891 -0.82909 -0.69 -1.37 -2.33 -0.631
S -0.66715 2.76195 0.27763 0.83 1.17 0.12 0.553
H -3.62273 -0.37287 0.52656 0.09 -0.05 -0.36 0.250
H -2.59056 -0.61233 1.90333 1.13 -0.90 0.75 0.256
H -2.95987 0.97247 1.35149 -0.77 1.37 0.99 0.235
H 2.42597 0.93645 -0.93012 -0.29 1.36 -1.19 0.377
H 3.67562 -0.92994 -0.80803 1.09 1.09 1.31 0.455
H 3.18821 -1.19575 0.73770 -0.37 1.40 -0.60 0.459
H 3.91630 0.37752 0.51240 -1.20 -2.04 -1.56 0.487
H -2.13896 -1.55259 -0.54833 1.80 1.86 -1.64 0.428
H -1.50532 -0.30506 -1.81478 -0.38 -1.90 2.01 0.409
H 1.73059 -0.56716 -1.22261 0.39 1.46 1.22 0.393
```
Positions in Å, forces in eV/Å.

Values from the calculation:
- Total charge: +2
- Frontier orbital gap: 8.314 eV
- Calculated total energy: -698.63004 hartree
- LUMO energy: -0.3179 Ha


# 3
Below is a cluster of 2 separate species, C2H10N4S2 in total, with properties calculated with ωB97M-V/def2-TZVPD.

Structure (XYZ):
```
18
Properties=species:S:1:pos:R:3:forces:R:3:nbo_charge:R:1
C 1.18159 0.52020 -0.14853 -0.51 -0.98 -1.44 -0.078
C -0.83562 0.01692 1.19144 -0.93 0.43 1.89 0.116
N -0.27140 0.38938 0.07549 1.13 0.95 -1.81 -0.558
N 1.41044 2.06906 -1.84194 1.75 -1.43 0.85 -0.388
N 1.57299 1.83584 -0.51493 -1.17 4.09 -1.49 -0.167
N -1.63468 -2.24017 0.43304 0.37 0.69 0.40 -0.927
S -0.00597 -0.66161 2.57582 -1.72 0.70 -0.03 0.197
S -2.37927 -2.69351 -0.88419 -0.73 -1.54 -0.87 0.506
H 1.73299 0.27328 0.74046 0.31 -0.75 0.11 0.271
H 1.48746 0.09447 -1.15755 -0.41 -1.46 2.07 0.225
H -1.83100 0.50971 1.33717 0.47 -1.46 -0.11 0.283
H -0.86545 0.66200 -0.74828 0.54 -0.26 1.39 0.454
H 1.84664 1.27705 -2.34234 -0.70 0.37 -0.46 0.411
H 1.78608 2.93140 -2.20128 -0.12 0.94 0.04 0.442
H 1.44634 2.74702 -0.00663 0.17 -1.35 0.28 0.454
H -1.14675 -2.99083 0.89185 0.13 -0.39 0.43 0.376
H -1.12615 -0.62691 3.46656 1.32 0.08 -1.27 0.244
H -2.36824 -4.11330 -0.86617 0.10 1.37 0.02 0.139
```
Positions in Å, forces in eV/Å.

Values from the calculation:
- Total charge: +2
- Frontier orbital gap (alpha / beta): 9.161 / 3.885 eV
- Calculated total energy: -1096.78220 hartree
- LUMO energy (alpha / beta): -0.2949 / -0.4032 Ha


# 4
Below is a cluster of 2 separate species, C2H10N5P in total, with properties calculated with ωB97M-V/def2-TZVPD.

Structure (XYZ):
```
18
Properties=species:S:1:pos:R:3:forces:R:3:nbo_charge:R:1
C -1.57021 -1.04801 0.70528 1.22 -0.49 0.36 0.684
C 1.41779 1.01181 -0.81208 -0.26 -2.35 1.18 0.289
N -2.47068 -1.08054 1.71329 -0.70 -0.17 -3.02 -0.736
N -1.80494 -1.61490 -0.46939 -2.42 0.07 -1.79 -0.763
N 1.04926 2.04320 -0.05146 0.82 0.68 -1.96 -0.733
N 2.27186 1.18773 -1.79359 1.35 -0.79 -1.31 -0.737
N -0.27239 -0.58371 0.78356 0.21 0.12 0.47 -0.916
P 0.88872 -0.89363 -0.53222 1.28 1.96 1.78 0.774
H -3.49922 -1.33262 1.43602 2.70 0.54 1.34 0.473
H -2.13277 -0.91931 2.64444 -0.54 0.15 0.41 0.449
H -2.76289 -1.58390 -0.81628 -0.09 -0.60 0.49 0.435
H -1.22256 -1.59175 -1.31698 0.17 0.27 1.08 0.436
H 1.43622 2.92706 -0.46427 -0.88 -0.56 1.37 0.428
H 0.31338 2.09552 0.65761 0.41 -0.27 -0.66 0.454
H 2.45927 2.14099 -2.02213 0.49 0.72 -0.34 0.417
H 2.92737 0.52426 -2.36026 -2.16 1.00 1.70 0.487
H 0.11068 -0.21474 1.65569 -0.47 -0.35 -0.14 0.442
H 2.86111 -1.06747 1.04277 -1.14 0.07 -0.96 0.117
```
Positions in Å, forces in eV/Å.

Values from the calculation:
- Total charge: +2
- Frontier orbital gap (alpha / beta): 8.505 / 9.127 eV
- Calculated total energy: -696.62647 hartree
- LUMO energy (alpha / beta): -0.3614 / -0.3068 Ha


# 5
Below is an isolated molecule of C2H10N6, with properties calculated with ωB97M-V/def2-TZVPD.

Structure (XYZ):
```
18
Properties=species:S:1:pos:R:3:forces:R:3:nbo_charge:R:1
C -0.21515 -0.38801 -3.09282 -1.03 -1.82 -1.41 -0.412
N 0.04242 0.17679 -1.84151 0.96 4.38 -0.36 -0.466
N -1.00950 0.13647 -0.92662 0.58 -1.09 1.64 -0.473
C -0.43580 -0.03278 0.37301 1.71 0.30 1.41 0.499
N -1.04274 0.40807 1.39809 -1.10 0.89 -1.65 -0.392
N -0.41060 0.12403 2.60351 -0.98 1.59 1.83 -0.685
N 0.86365 -0.61205 0.52269 -1.10 -0.27 -1.43 -0.524
N 1.93142 0.18069 1.13994 1.52 -4.49 -0.52 -0.633
H -0.98691 0.10274 -3.72602 0.44 -0.07 0.25 0.167
H 0.73395 -0.50402 -3.62294 -0.21 0.19 -0.15 0.205
H -0.57799 -1.38841 -2.85653 -0.10 -0.25 -0.49 0.202
H 0.22718 1.20783 -2.04760 0.29 -1.64 0.74 0.333
H -1.56470 0.97608 -0.84133 -0.36 0.10 -0.40 0.374
H -0.53196 -0.86219 2.69509 0.18 -0.90 0.77 0.352
H -1.00554 0.62515 3.32208 0.97 -1.23 -0.97 0.359
H 1.17080 -0.89481 -0.40830 0.16 0.39 0.47 0.388
H 2.26922 -0.52737 1.87914 -0.41 1.82 -1.27 0.348
H 1.54899 0.89172 1.65254 -1.51 2.10 1.53 0.358
```
Positions in Å, forces in eV/Å.

Values from the calculation:
- Total charge: 0
- Frontier orbital gap: 8.976 eV
- SMILES: CNN/C(=N/N)NN
- Calculated total energy: -410.60184 hartree
- LUMO energy: 0.0356 Ha


# 6
Below is a cluster of 2 separate species, C2H10NO in total, with properties calculated with ωB97M-V/def2-TZVPD.

Structure (XYZ):
```
14
Properties=species:S:1:pos:R:3:forces:R:3:nbo_charge:R:1
C -0.60735 1.21119 0.93306 3.80 -3.08 -0.86 -0.367
N -0.38547 0.06677 -0.14545 -1.45 0.78 0.95 -0.530
C -0.02631 0.48432 -1.49878 -0.80 0.78 -2.60 -0.452
H 0.06661 0.94985 1.77247 -0.77 0.30 -0.31 0.227
H -1.59314 1.22946 1.14097 -3.11 0.08 0.99 0.223
H -0.27697 2.07168 0.47353 0.61 2.02 -0.81 0.224
H 0.30285 -0.62910 0.23289 -0.94 -0.08 -0.74 0.471
H -1.33634 -0.30625 -0.34610 1.01 -0.59 1.07 0.440
H -0.74209 1.26862 -1.89916 0.97 -0.38 1.07 0.239
H 1.01203 0.81939 -1.59235 -0.36 -0.21 0.04 0.245
H -0.30969 -0.32665 -2.22328 1.00 0.27 0.89 0.248
H 1.82810 -2.75112 0.79937 1.51 -1.09 -0.36 0.501
H 1.03732 -1.82127 1.59211 -0.13 0.26 1.34 0.469
O 1.03043 -2.26688 0.76073 -1.35 0.94 -0.67 -0.940
```
Positions in Å, forces in eV/Å.

Values from the calculation:
- Total charge: +1
- Frontier orbital gap: 13.087 eV
- Calculated total energy: -211.91579 hartree
- LUMO energy: -0.1266 Ha


# 7
Below is a cluster of 2 separate species, C2H10NO in total, with properties calculated with ωB97M-V/def2-TZVPD.

Structure (XYZ):
```
14
Properties=species:S:1:pos:R:3:forces:R:3:nbo_charge:R:1
C 1.45659 0.16896 -1.48594 0.27 0.07 0.61 -0.638
C 0.83131 -0.06055 -0.12444 0.34 -0.05 -0.13 -0.217
N -0.44015 0.70482 0.05011 -0.02 0.13 0.76 -0.678
H 2.43210 -0.30920 -1.49385 0.03 -0.13 -0.10 0.258
H 0.87507 -0.20843 -2.31125 -0.29 -0.20 -0.20 0.230
H 1.63635 1.22621 -1.62699 0.04 0.33 -0.15 0.223
H 0.54663 -1.09452 0.06324 0.18 -0.05 -0.09 0.226
H 1.49551 0.27004 0.67863 -0.08 -0.10 -0.12 0.226
H -0.31900 1.71759 0.06158 0.17 0.00 -0.14 0.434
H -0.83122 0.41426 0.96814 -0.55 0.03 -0.53 0.479
H -1.10627 0.47423 -0.68176 -0.22 -0.04 0.00 0.434
H -2.77246 -1.35271 1.48094 0.31 0.31 0.22 0.505
H -1.72695 -1.19101 2.60451 -0.15 -0.04 0.08 0.500
O -2.07751 -0.75970 1.81709 -0.03 -0.26 -0.20 -0.982
```
Positions in Å, forces in eV/Å.

Values from the calculation:
- Total charge: +1
- Frontier orbital gap: 13.026 eV
- Calculated total energy: -211.95731 hartree
- LUMO energy: -0.1257 Ha


# 8
Below is a cluster of 2 separate species, C2H10NO in total, with properties calculated with ωB97M-V/def2-TZVPD.

Structure (XYZ):
```
14
Properties=species:S:1:pos:R:3:forces:R:3:nbo_charge:R:1
C 0.77958 0.32880 2.33461 0.27 4.87 -1.53 -0.395
N -0.35480 0.59216 1.21905 4.92 1.74 0.06 -0.653
H -0.56349 -0.16768 0.70473 -0.89 -3.72 -1.82 0.400
H -1.10898 0.85637 1.69289 -4.44 1.29 2.67 0.428
H -0.22353 1.33185 0.51568 0.74 0.14 0.70 0.433
H 1.78786 0.40728 1.74026 -1.93 -0.58 1.74 0.261
H 0.47366 -0.53157 2.86823 0.15 -1.07 0.23 0.256
H 0.57576 1.30582 3.00928 1.10 -2.42 -1.37 0.269
C -0.54603 -0.82867 -2.53234 0.94 1.40 2.00 -0.258
O 0.29327 -0.23325 -1.61140 0.10 0.36 -0.07 -0.229
H 1.21438 -0.16496 -1.97142 0.04 0.00 0.17 0.556
H -0.99641 -1.62030 -1.98099 -1.27 -1.37 0.82 0.335
H 0.03096 -1.14381 -3.29084 1.23 -1.14 -3.33 0.247
H -1.36222 -0.13203 -2.69774 -0.97 0.50 -0.29 0.350
```
Positions in Å, forces in eV/Å.

Values from the calculation:
- Total charge: +2
- Frontier orbital gap (alpha / beta): 13.824 / 7.258 eV
- Calculated total energy: -211.34266 hartree
- Spin multiplicity: 2
- LUMO energy (alpha / beta): -0.3050 / -0.5463 Ha